{"formula": "C9H12O3", "method": "ωB97M-V/def2-TZVPD", "de_lowest_kj_mol": 951.38, "e_homo_ev": -8.3, "orbital_gap_ha": 0.32501, "spin_multiplicity": 1, "e_tot_ev": -15660.210, "elements": ["C", "C", "C", "C", "C", "C", "C", "C", "C", "H", "H", "H", "H", "H", "H", "H", "H", "H", "H", "H", "H", "O", "O", "O"], "coordinates": [[-3.792, -1.363, 0.125], [-1.979, -0.089, 0.103], [-1.336, -0.871, -0.879], [0.002, -0.815, -1.238], [0.949, -0.250, -0.342], [2.949, -0.974, -1.534], [0.548, 0.556, 0.561], [1.389, 1.952, 0.895], [-0.925, 0.569, 0.812], [-2.879, -2.247, 0.346], [-4.239, -1.248, -1.055], [-4.738, -1.419, 0.753], [-1.827, -1.692, -1.684], [0.713, -1.537, -1.785], [2.898, -1.919, -1.065], [4.048, -0.859, -1.374], [2.797, -0.746, -2.555], [2.061, 1.999, -0.357], [0.877, 2.813, 1.394], [2.913, 0.340, 1.683], [-1.336, 1.409, 1.598], [-3.264, 0.108, 0.339], [2.238, -0.089, -0.616], [2.511, 1.584, 1.914]]}

---

{"formula": "C66H110CsN5O5P4S2Si3Te2", "method": "ωB97M-V/def2-TZVPD", "de_lowest_kj_mol": 0.00, "e_homo_ev": -1.9, "orbital_gap_ha": 0.19512, "spin_multiplicity": 1, "e_tot_ev": -185520.075, "total_charge": -2, "elements": ["Cs", "S", "P", "C", "P", "S", "C", "C", "C", "C", "C", "C", "C", "C", "C", "C", "C", "C", "C", "C", "C", "C", "C", "C", "C", "C", "C", "C", "C", "C", "H", "H", "H", "H", "H", "H", "H", "H", "H", "H", "H", "H", "H", "H", "H", "H", "H", "H", "H", "H", "C", "P", "C", "C", "C", "C", "C", "C", "C", "P", "C", "C", "H", "H", "H", "H", "H", "H", "H", "H", "H", "H", "H", "H", "H", "H", "H", "H", "C", "C", "N", "C", "N", "C", "C", "C", "N", "C", "H", "H", "H", "H", "H", "H", "H", "H", "H", "H", "H", "H", "H", "C", "Si", "C", "C", "C", "Te", "C", "Si", "C", "C", "C", "H", "H", "H", "H", "H", "H", "H", "H", "H", "H", "H", "H", "H", "H", "H", "H", "H", "H", "H", "H", "H", "H", "C", "N", "C", "N", "O", "H", "H", "H", "H", "H", "H", "C", "Te", "C", "H", "H", "H", "H", "H", "H", "C", "C", "C", "C", "O", "Si", "O", "O", "C", "C", "C", "C", "O", "C", "C", "C", "C", "H", "H", "H", "H", "H", "H", "H", "H", "H", "H", "H", "H", "H", "H", "H", "H", "H", "H", "H", "H", "H", "H", "H", "H", "H", "H", "H"], "coordinates": [[-0.191, -0.038, -0.452], [-0.084, 0.563, -3.956], [-0.706, -1.296, -3.770], [-1.423, -1.643, -2.282], [-1.521, -3.295, -1.894], [-0.880, -3.805, -0.094], [-3.285, -3.790, -1.760], [-3.780, -5.086, -1.853], [-5.117, -5.331, -1.595], [-5.960, -4.299, -1.213], [-5.464, -3.010, -1.093], [-4.137, -2.761, -1.374], [-0.915, -4.557, -3.066], [0.360, -5.075, -2.860], [0.902, -5.970, -3.759], [0.176, -6.360, -4.872], [-1.087, -5.831, -5.095], [-1.627, -4.924, -4.204], [-1.873, -1.450, -5.201], [-3.182, -1.802, -4.909], [-4.165, -1.760, -5.880], [-3.845, -1.335, -7.156], [-2.545, -0.949, -7.453], [-1.565, -1.000, -6.482], [0.708, -2.276, -4.397], [1.869, -2.148, -3.640], [3.013, -2.838, -3.984], [3.006, -3.675, -5.089], [1.857, -3.803, -5.850], [0.709, -3.111, -5.507], [-3.116, -5.898, -2.124], [-5.510, -6.338, -1.687], [-7.003, -4.504, -1.004], [-6.115, -2.202, -0.786], [-3.724, -1.759, -1.318], [0.902, -4.771, -1.972], [1.898, -6.366, -3.604], [0.601, -7.067, -5.575], [-1.642, -6.120, -5.980], [-2.604, -4.492, -4.386], [-3.409, -2.120, -3.898], [-5.182, -2.046, -5.640], [-4.608, -1.296, -7.923], [-2.306, -0.591, -8.447], [-0.552, -0.683, -6.694], [1.856, -1.478, -2.787], [3.915, -2.726, -3.395], [3.898, -4.225, -5.360], [1.851, -4.454, -6.717], [-0.188, -3.229, -6.101], [-1.807, 3.249, -3.392], [-2.300, 2.114, -2.027], [-3.743, 1.356, -2.877], [-3.067, 3.420, -0.994], [-4.339, 3.944, -1.184], [-4.800, 4.972, -0.380], [-3.990, 5.479, 0.623], [-2.716, 4.972, 0.812], [-2.242, 3.946, 0.004], [-0.555, 3.219, 0.106], [-0.266, 3.306, 1.929], [0.377, 4.736, -0.396], [-2.600, 3.973, -3.595], [-1.607, 2.618, -4.256], [-0.886, 3.760, -3.125], [-4.308, 2.057, -3.494], [-4.393, 0.875, -2.148], [-3.322, 0.583, -3.522], [-4.976, 3.552, -1.966], [-5.793, 5.379, -0.533], [-4.359, 6.275, 1.258], [-2.099, 5.381, 1.600], [-0.120, 4.322, 2.296], [0.622, 2.715, 2.153], [-1.112, 2.849, 2.440], [-0.029, 5.636, 0.067], [0.338, 4.834, -1.480], [1.413, 4.590, -0.097], [-4.495, -4.739, 3.139], [-3.676, -4.403, 1.902], [-3.488, -2.971, 1.842], [-3.117, -2.279, 2.962], [-2.557, -1.135, 2.772], [-2.096, -0.413, 3.926], [-3.092, -0.544, 5.074], [-3.246, -2.025, 5.392], [-3.497, -2.785, 4.187], [-3.786, -4.189, 4.370], [-4.637, -5.818, 3.230], [-5.467, -4.251, 3.046], [-4.211, -4.704, 0.998], [-2.706, -4.919, 1.917], [-2.910, -2.696, 1.049], [-1.965, 0.627, 3.625], [-1.112, -0.792, 4.228], [-4.049, -0.127, 4.750], [-2.751, -0.009, 5.959], [-4.087, -2.189, 6.084], [-2.335, -2.377, 5.897], [-4.432, -4.291, 5.253], [-2.863, -4.758, 4.567], [5.159, 4.820, -4.515], [4.092, 3.320, -3.943], [5.246, 1.798, -4.048], [2.641, 3.147, -5.164], [3.482, 3.655, -2.187], [2.781, 1.825, -1.190], [3.636, 2.507, 0.677], [5.518, 2.346, 0.740], [6.438, 3.956, 0.198], [6.215, 0.975, -0.398], [6.059, 2.069, 2.553], [5.530, 4.669, -5.524], [6.016, 4.971, -3.867], [4.579, 5.738, -4.512], [5.424, 1.502, -5.079], [4.796, 0.954, -3.532], [6.212, 1.999, -3.592], [2.991, 2.872, -6.155], [2.095, 4.082, -5.254], [1.938, 2.386, -4.832], [2.680, 4.390, -2.204], [4.274, 4.068, -1.570], [3.181, 1.898, 1.451], [3.309, 3.533, 0.834], [6.418, 4.093, -0.879], [7.482, 3.923, 0.503], [5.996, 4.840, 0.651], [6.416, 1.369, -1.389], [5.492, 0.174, -0.511], [7.141, 0.551, -0.015], [5.329, 1.445, 3.056], [7.034, 1.596, 2.632], [6.110, 3.014, 3.087], [5.062, -1.466, 1.839], [3.877, -0.756, 1.437], [3.112, -1.163, 0.418], [3.495, -2.316, -0.238], [2.167, -0.492, -0.003], [5.648, -0.808, 2.472], [5.649, -1.728, 0.955], [4.849, -2.380, 2.407], [3.380, -0.173, 2.155], [3.850, -3.053, 0.352], [2.813, -2.626, -0.917], [-6.144, 1.034, 0.078], [-4.381, 0.160, 1.070], [-4.402, 1.864, 2.397], [-5.921, 2.001, -0.362], [-6.950, 1.159, 0.798], [-6.486, 0.365, -0.706], [-5.247, 1.817, 3.078], [-4.458, 2.780, 1.821], [-3.487, 1.862, 2.970], [0.146, -0.047, 7.321], [0.932, 1.132, 6.726], [0.044, 1.940, 5.779], [1.416, 2.035, 7.880], [2.069, 0.688, 6.066], [2.394, -0.225, 4.712], [2.455, 0.495, 3.340], [3.914, -0.821, 5.122], [4.794, -0.366, 6.109], [6.179, -0.940, 5.767], [4.888, 1.165, 6.148], [4.346, -0.879, 7.487], [1.277, -1.456, 4.854], [1.405, -2.806, 4.518], [1.923, -2.966, 3.095], [2.353, -3.483, 5.519], [0.021, -3.456, 4.640], [-0.784, 0.290, 7.778], [0.753, -0.543, 8.077], [-0.064, -0.754, 6.526], [-0.788, 2.399, 6.317], [-0.328, 1.283, 4.999], [0.646, 2.711, 5.302], [0.586, 2.288, 8.537], [1.851, 2.950, 7.485], [2.182, 1.514, 8.453], [6.472, -0.591, 4.780], [6.140, -2.027, 5.750], [6.919, -0.618, 6.498], [5.318, 1.535, 5.223], [5.497, 1.493, 6.990], [3.885, 1.563, 6.236], [4.350, -1.967, 7.505], [3.334, -0.529, 7.661], [5.002, -0.510, 8.274], [2.902, -2.508, 3.046], [1.262, -2.446, 2.407], [1.979, -4.015, 2.812], [3.322, -2.997, 5.464], [2.460, -4.547, 5.309], [1.954, -3.352, 6.525], [-0.655, -3.042, 3.897], [-0.372, -3.264, 5.638], [0.093, -4.531, 4.484]]}

---

{"formula": "C3H7N3", "method": "ωB97M-V/def2-TZVPD", "de_lowest_kj_mol": 169.73, "e_homo_ev": -8.7, "smiles": "[H]/N=C/N(C)N=C", "orbital_gap_ha": 0.35477, "spin_multiplicity": 1, "e_tot_ev": -7692.920, "elements": ["H", "N", "C", "N", "C", "N", "C", "H", "H", "H", "H", "H", "H"], "coordinates": [[0.694, -0.624, -2.696], [0.468, -0.839, -1.717], [0.445, 0.282, -1.082], [0.039, 0.471, 0.209], [0.132, 1.809, 0.796], [-0.546, -0.402, 1.100], [-0.625, -1.651, 0.763], [0.714, 1.275, -1.516], [0.686, 1.748, 1.723], [-0.890, 2.165, 1.016], [0.637, 2.522, 0.122], [-0.235, -2.065, -0.192], [-1.044, -2.270, 1.536]]}